Record 1
A 2-piece molecular cluster, C36H31N2O overall at a distorted geometry. Source: the Open Molecules 2025 dataset; level of theory: the ωB97M-V functional and the def2-TZVPD basis.

Values from the calculation:
electronic energy = -1574.91603 a.u.
frontier orbital gap = 4.2163 eV
HOMO = -0.3430 Eh
multiplicity = 1
charge = +1

The geometry in XYZ format:
```
70
C36H31N2O (the ωB97M-V functional and the def2-TZVPD basis)
C -1.2047 2.5447 -1.9379
O -0.5502 1.7222 -0.9430
C -0.3646 0.4060 -1.1874
C -1.5773 -0.3308 -1.5558
C -1.5995 -1.1328 -2.7150
C -2.7139 -1.9196 -3.0001
C -3.8303 -1.8823 -2.1610
C -3.8684 -0.9701 -1.0977
C -2.7970 -0.1180 -0.8770
C 0.9507 0.0154 -1.5360
N 1.4262 -1.2618 -1.6844
C 0.6896 -2.4970 -1.5343
C 2.8018 -1.2375 -1.8955
C 3.1867 0.0876 -1.9028
C 4.5318 0.4494 -1.9565
C 5.4787 -0.5868 -1.9586
C 5.0794 -1.9332 -1.9183
C 3.7209 -2.2833 -1.9022
N 2.0420 0.8488 -1.6902
C 2.0853 2.2898 -1.5969
H -1.0919 3.5678 -1.5742
H -0.7217 2.4098 -2.9173
H -2.2637 2.2668 -1.9975
H -0.7197 -1.1302 -3.3597
H -2.6940 -2.5619 -3.8813
H -4.6897 -2.5212 -2.3621
H -4.7512 -0.9004 -0.4598
H -2.8613 0.6963 -0.1505
H 1.3402 -3.2405 -1.0650
H -0.2015 -2.3495 -0.9167
H 0.3857 -2.8770 -2.5178
H 4.8123 1.4990 -2.0106
H 6.5430 -0.3484 -2.0010
H 5.8375 -2.7163 -1.9068
H 3.3701 -3.3158 -1.8900
H 3.1320 2.5719 -1.7495
H 1.4764 2.7480 -2.3862
H 1.7601 2.6454 -0.6112
C -0.5343 0.2694 1.7060
C 0.8042 -0.2676 1.7637
C 1.0591 -1.5945 1.3665
C 2.3426 -2.1286 1.3894
C 3.4123 -1.3688 1.8758
C 3.1739 -0.0719 2.3484
C 1.8902 0.4686 2.3040
C -0.8502 1.6745 1.8426
C -2.2302 1.7935 2.2361
C -2.8055 3.0286 2.4956
C -1.9832 4.1623 2.4791
C -0.6367 4.0551 2.0938
C -0.0903 2.8287 1.7041
C -2.7853 0.4533 2.3307
C -1.7334 -0.4887 2.0372
C -2.0108 -1.8497 2.1935
C -3.3174 -2.2603 2.4861
C -4.3432 -1.3292 2.7055
C -4.0760 0.0432 2.6306
H 0.2253 -2.2178 1.0535
H 2.5102 -3.1504 1.0409
H 4.4181 -1.7957 1.9040
H 3.9969 0.5143 2.7628
H 1.7037 1.4500 2.7384
H -3.8699 3.0813 2.7208
H -2.3825 5.1352 2.7718
H -0.0017 4.9412 2.0887
H 0.9202 2.7683 1.3099
H -1.2210 -2.5902 2.1291
H -3.5383 -3.3276 2.5524
H -5.3485 -1.6754 2.9544
H -4.8480 0.7945 2.7924
```

Record 2
C20H16Cl2N4S in the gas phase at a distorted geometry. Source: the Open Molecules 2025 dataset; level of theory: the ωB97M-V functional and the def2-TZVPD basis.

Values from the calculation:
electronic energy = -2309.32787 a.u.
frontier orbital gap = 8.4551 eV
SMILES = Nn1c(Cc2cccc3ccccc23)nnc1SCc1ccc(Cl)c(Cl)c1
HOMO = -0.3004 Eh
multiplicity = 1
charge = 0
energy above the lowest of the compared OMol25 structures with the same formula, charge and spin = 0.0 kcal/mol

The geometry in XYZ format:
```
43
C20H16Cl2N4S (the ωB97M-V functional and the def2-TZVPD basis)
N -1.4448 -1.7125 1.7588
N -1.0027 -0.7867 0.8212
C -1.4407 0.5052 0.6571
C -2.5237 1.1290 1.4582
C -3.7357 1.3385 0.5782
C -3.8715 2.5371 -0.0744
C -4.9542 2.7867 -0.9272
C -5.9031 1.8258 -1.1273
C -5.7996 0.5746 -0.4861
C -6.7677 -0.4303 -0.6944
C -6.6622 -1.6473 -0.0841
C -5.5787 -1.9078 0.7668
C -4.6258 -0.9541 0.9941
C -4.6996 0.3152 0.3785
N -0.7774 1.0619 -0.3120
N 0.1003 0.1736 -0.8122
C -0.0315 -0.9306 -0.1338
S 0.8274 -2.4260 -0.3370
C 1.9945 -1.9074 -1.6526
C 3.1977 -1.2559 -1.0584
C 4.2953 -2.0149 -0.6670
C 5.3954 -1.4109 -0.0888
C 5.4088 -0.0390 0.1121
Cl 6.7831 0.7075 0.8328
C 4.3093 0.7261 -0.2701
Cl 4.3070 2.4297 -0.0214
C 3.2098 0.1187 -0.8535
H -0.6840 -1.9586 2.3915
H -1.7474 -2.5629 1.2855
H -2.1722 2.0999 1.8111
H -2.7448 0.4946 2.3155
H -3.1239 3.3036 0.0644
H -5.0277 3.7436 -1.4223
H -6.7436 2.0048 -1.7825
H -7.5980 -0.2154 -1.3522
H -7.4070 -2.4120 -0.2500
H -5.5029 -2.8729 1.2472
H -3.8037 -1.1817 1.6540
H 2.2465 -2.8261 -2.1803
H 1.4330 -1.2281 -2.2904
H 4.2903 -3.0846 -0.8144
H 6.2494 -1.9970 0.2112
H 2.3513 0.7103 -1.1357
```

Record 3
C5H8O2S as an isolated structure at a distorted geometry. Source: the Open Molecules 2025 dataset; level of theory: the ωB97M-V functional and the def2-TZVPD basis.

Values from the calculation:
electronic energy = -743.82546 a.u.
frontier orbital gap = 8.3493 eV
HOMO = -0.3234 Eh
multiplicity = 1
charge = 0
energy above the lowest of the compared OMol25 structures with the same formula, charge and spin = 101.6 kcal/mol

The geometry in XYZ format:
```
16
C5H8O2S (the ωB97M-V functional and the def2-TZVPD basis)
C 1.9886 -0.8211 -0.8353
C -0.1143 0.0868 -0.2501
C -1.2325 -0.6008 0.1518
C -2.3526 -0.2913 0.9522
C 0.4783 1.4190 0.3397
H 2.6945 -1.0618 -1.7663
H 2.4329 -0.0680 0.0725
H 1.7316 -1.7445 -0.2639
H -1.1506 -1.7345 -0.2706
H -1.9511 -0.1897 2.0358
H -2.8428 0.9212 0.5752
H -3.1553 -0.8979 0.6653
H 1.1435 1.5438 -1.4124
O 0.6220 -0.2520 -1.4067
O 1.4343 1.8973 -0.5426
S 0.2735 1.7936 1.9555
```